The following is a DFT calculation (ωB97M-V/def2-TZVPD) of a structure of composition C34H36CrN3O5P.

Atoms and positions in Å:
Cr -0.662613 -0.005164 0.346493
C -3.479561 2.688725 3.061515
N -3.322286 1.271286 3.366302
C -4.390273 0.648783 4.141120
C -2.339628 0.569448 2.814202
O -1.480946 1.086023 2.079382
C -2.259332 -0.921241 3.112356
O -1.173089 -1.486936 2.379838
C -0.006149 -1.705638 3.143923
C 1.131986 -0.832470 2.647563
O 0.955753 -0.104829 1.652239
N 2.282850 -0.858975 3.305544
C 2.562235 -1.707554 4.459686
C 3.385436 0.008968 2.915068
H -3.502726 3.258036 3.990050
H -2.649103 3.019863 2.445710
H -4.415899 2.848520 2.525261
H -4.798846 1.392511 4.821745
H -5.190106 0.290080 3.491202
H -4.020288 -0.178918 4.738779
H -2.122163 -1.091009 4.181954
H -3.171295 -1.413438 2.787082
H -0.179705 -1.467645 4.195401
H 0.271814 -2.761539 3.079045
H 1.768091 -2.414223 4.658312
H 3.478340 -2.267911 4.274389
H 2.709506 -1.087702 5.344969
H 3.027912 0.763911 2.226352
H 3.788321 0.485155 3.808447
H 4.170256 -0.573856 2.433348
C 1.165056 -3.835681 -4.037346
C 0.902062 -3.940031 -2.679199
C 0.874008 -2.796195 -1.894602
C 1.117956 -1.548258 -2.462230
C 1.361567 -1.446448 -3.826442
C 1.389366 -2.590249 -4.608287
P 1.085671 -0.124603 -1.346133
C 2.839530 -0.011868 -0.793831
C 3.694136 -1.110637 -0.811834
C 5.037156 -0.966661 -0.483588
C 5.542465 0.277066 -0.137240
C 4.695340 1.377974 -0.107481
C 3.354583 1.232868 -0.427043
C 0.890693 1.440825 -2.209029
C 1.714810 1.911004 -3.194658
C 1.452185 3.162346 -3.790210
C 0.373173 3.898424 -3.390804
C -0.492681 3.436523 -2.369127
C -1.651166 4.150468 -1.982230
C -2.492678 3.627597 -1.045560
C -2.191810 2.398593 -0.411404
C -1.048319 1.704626 -0.703375
C -0.210761 2.199896 -1.742863
H 1.183863 -4.724406 -4.653436
H 0.713306 -4.908006 -2.234258
H 0.654198 -2.877502 -0.834164
H 1.500336 -0.477054 -4.283562
H 1.573797 -2.507397 -5.670886
H 3.329788 -2.081796 -1.121937
H 5.692054 -1.826955 -0.524375
H 6.592699 0.392362 0.095146
H 5.081364 2.354249 0.155039
H 2.709616 2.103089 -0.414652
H 2.578094 1.339411 -3.513241
H 2.105811 3.530689 -4.569045
H 0.161683 4.851184 -3.860401
H -1.873285 5.096797 -2.458958
H -3.398865 4.156636 -0.778402
H -2.891066 2.016141 0.322264
O -3.647719 -1.375785 0.755126
C -3.253386 -1.416341 -0.396294
C -3.995294 -2.076777 -1.538064
C -3.328961 -1.489583 -2.774673
C -2.076742 -0.830681 -2.231423
O -1.199143 -0.346878 -2.910532
N -2.084294 -0.840184 -0.841385
H -5.063860 -1.893756 -1.450905
H -3.835957 -3.153673 -1.451531
H -3.933932 -0.708711 -3.238006
H -3.064957 -2.204890 -3.550226

Cartesian forces (eV/Å) of the 6 atoms listed first:
-0.299 0.465 0.446
0.008 0.030 -0.019
0.024 -0.087 0.018
-0.002 0.046 0.001
-0.150 -0.129 0.106
-0.070 -0.403 -0.458

Computed properties:
- spin multiplicity = 4
- net charge = +1
- E_HOMO (alpha / beta) (eV) = -10.1 / -10.2
- <S²> = 3.8611
- relative energy (zero: lowest compared OMol25 entry of this formula, charge and spin) (kcal/mol) = 17.4

***

The following is a DFT calculation (ωB97M-V/def2-TZVPD) of a cluster of 8 separate species, C34H36F8NO26 in total at a distorted geometry.

Atoms and positions in Å:
C 9.798825 0.144649 -2.984162
C 8.650733 0.114368 -4.199070
O 8.377220 -1.068225 -4.756733
O 8.038983 1.409071 -4.534068
C 6.875931 1.718463 -3.689039
O 5.931276 2.524453 -4.242802
C 6.616306 1.218622 -2.150157
C 4.955332 1.138126 -1.969258
N 4.317017 2.002612 -0.895373
C 2.821652 2.028400 -0.640245
C 1.755907 1.143621 -1.528474
C 2.410714 0.166183 -2.715667
C 1.332366 -0.706949 -3.592750
O 1.148306 -2.028657 -3.542717
O 0.482836 0.060816 -4.562002
C 4.055109 0.152621 -2.928086
C 4.637808 -0.859329 -4.090731
C 4.370304 -2.405662 -3.515674
C 5.752620 -3.052954 -2.832647
F 5.528316 -3.302862 -1.362549
H 9.329276 -0.413088 -2.055153
H 9.978760 1.282110 -2.697758
H 10.775311 -0.374937 -3.375761
H 7.148589 0.220721 -1.850678
H 6.986776 2.081581 -1.436112
H 4.954733 2.614651 -0.303831
H 2.406390 2.707729 0.229661
H 0.574070 1.153801 -1.372861
H -0.420309 0.225678 -4.156002
H 5.792296 -0.786407 -4.269038
H 4.103650 -0.670556 -5.133008
H 3.928923 -3.120830 -4.362903
H 3.570169 -2.413252 -2.644197
H 6.683797 -2.353250 -2.962305
H 5.893406 -4.119702 -3.332259
C 1.837536 1.156420 4.128411
C 0.572169 1.917193 3.924031
O 1.012467 3.163853 3.435295
C 2.176679 2.896509 2.779696
O 2.712163 3.662433 1.995805
O 2.667887 1.661030 3.101846
F -0.063253 2.121034 5.099764
H 2.300019 1.356844 5.100691
H 1.695752 0.077435 4.023152
H -0.114507 1.460794 3.203132
C -1.265110 -3.350890 -5.027985
C -0.944447 -4.553704 -5.847810
O -1.532866 -5.611369 -5.125321
C -2.594363 -5.052115 -4.479463
O -3.504163 -5.691052 -3.977576
O -2.519427 -3.686189 -4.469225
F 0.390403 -4.762156 -5.896668
H -0.542456 -3.182230 -4.222556
H -1.335338 -2.442380 -5.632194
H -1.355321 -4.527704 -6.862712
C 0.727166 4.335557 7.646305
C 1.848552 4.676263 8.567234
O 2.900224 3.847601 8.126566
C 2.673393 3.664502 6.795516
O 3.504922 3.237380 6.011938
O 1.401678 4.025443 6.443470
F 1.545908 4.339203 9.840992
H 0.156948 3.461492 7.978344
H 0.036893 5.171487 7.504399
H 2.162682 5.724556 8.523363
C -4.052484 -9.305087 -6.629125
C -4.649440 -7.986231 -6.274216
O -6.031165 -8.187235 -6.467388
C -6.233549 -9.513119 -6.227085
O -7.327890 -10.013009 -6.026097
O -5.058877 -10.214264 -6.230978
F -4.235526 -7.023888 -7.128754
H -3.870915 -9.412496 -7.703781
H -3.117971 -9.495980 -6.094674
H -4.463817 -7.672898 -5.241315
C 1.427309 9.968942 7.280099
C 1.747972 8.766128 6.460274
O 1.159553 7.708463 7.182763
C 0.098056 8.267717 7.828620
O -0.811744 7.628780 8.330508
O 0.172992 9.633643 7.838858
F 3.082822 8.557676 6.411415
H 2.149963 10.137602 8.085527
H 1.357081 10.877452 6.675889
H 1.337098 8.792127 5.445372
C -10.276210 -9.318225 -5.478733
C -10.873166 -7.999369 -5.123825
O -12.254892 -8.200373 -5.316996
C -12.457275 -9.526257 -5.076694
O -13.551616 -10.026147 -4.875706
O -11.282603 -10.227402 -5.080587
F -10.459252 -7.037026 -5.978362
H -10.094641 -9.425634 -6.553389
H -9.341698 -9.509118 -4.944282
H -10.687544 -7.686036 -4.090923
C -3.899937 6.768575 8.050172
C -4.496893 8.087431 8.405080
O -5.878618 7.886427 8.211909
C -6.081001 6.560543 8.452212
O -7.175342 6.060653 8.653199
O -4.906329 5.859398 8.448319
F -4.082979 9.049774 7.550543
H -3.718367 6.661166 6.975516
H -2.965424 6.577682 8.584623
H -4.311270 8.400764 9.437982

Cartesian forces (eV/Å) of the 6 atoms listed first:
-1.050 1.034 -0.633
0.593 -6.155 -0.684
0.942 8.375 3.111
-2.180 -2.132 2.816
-4.677 4.275 -3.849
6.582 -5.427 3.874

Computed properties:
- net charge = +1
- E_HOMO (eV) = -11.6